Record 1
Below is a structure of composition C34H32Br69NO3 in a non-equilibrium geometry, with properties calculated with ωB97M-V/def2-TZVPD.

The geometry in XYZ format:
```
139
C34H32Br69NO3 (ωB97M-V/def2-TZVPD)
O -0.731 1.278 -0.604
C -1.137 1.209 -1.724
N -2.450 1.661 -2.097
C -2.336 1.953 -3.527
O -3.039 2.716 -4.098
C -1.182 1.147 -4.027
C -0.783 0.808 -5.325
C -1.583 1.270 -6.517
C -1.363 2.793 -6.729
C 0.030 3.282 -6.590
O -0.644 3.165 -7.863
C 0.379 0.038 -5.439
C 1.116 -0.375 -4.330
C 0.721 -0.041 -3.036
C -0.436 0.712 -2.937
H -3.091 0.863 -2.109
H -1.246 0.824 -7.450
H -2.648 1.167 -6.325
H -2.151 3.445 -6.381
H 0.840 2.570 -6.614
H 0.158 4.306 -6.268
H 0.744 -0.276 -6.425
H 2.019 -0.952 -4.485
H 1.270 -0.359 -2.141
C 1.249 -3.221 -8.697
Br 0.350 -2.214 -7.316
Br 0.106 -4.571 -9.464
Br 2.001 -2.067 -10.038
H 2.072 -3.737 -8.221
C 2.805 4.242 -2.989
Br 4.471 4.599 -3.879
Br 1.651 5.783 -2.999
Br 1.929 2.701 -3.742
H 3.031 4.013 -1.958
C -2.500 -2.604 0.193
Br -1.303 -3.273 1.533
Br -1.565 -1.572 -1.133
Br -3.546 -4.019 -0.599
H -3.192 -1.932 0.683
C 3.248 -3.453 -0.807
Br 2.783 -3.029 1.011
Br 2.255 -2.372 -2.059
Br 5.142 -3.321 -1.122
H 2.966 -4.483 -0.976
C -0.120 0.043 3.920
Br 0.592 1.385 5.102
Br -1.754 -0.716 4.625
Br -0.360 0.701 2.138
H 0.605 -0.757 3.876
C -5.058 0.285 2.067
Br -3.499 0.910 1.131
Br -6.372 1.672 2.287
Br -5.807 -1.285 1.227
H -4.738 -0.011 3.056
C 5.907 -3.641 -5.599
Br 4.198 -2.987 -5.005
Br 6.669 -2.499 -6.942
Br 7.104 -3.929 -4.122
H 5.735 -4.603 -6.060
C 10.035 -4.049 -8.834
Br 8.358 -4.927 -9.177
Br 10.396 -3.912 -6.949
Br 11.483 -4.893 -9.780
H 9.949 -3.042 -9.217
C -0.505 1.089 8.916
Br -0.425 -0.763 9.428
Br -1.994 1.987 9.740
Br 1.157 1.998 9.251
H -0.670 1.116 7.848
C -3.921 -6.445 2.640
Br -4.713 -7.733 3.831
Br -4.101 -4.653 3.326
Br -2.095 -6.877 2.220
H -4.474 -6.492 1.717
C 0.907 9.878 -3.742
Br -0.202 8.740 -2.653
Br 2.383 10.597 -2.746
Br 1.496 8.981 -5.341
H 0.297 10.713 -4.055
C -5.580 -0.267 9.725
Br -7.496 -0.198 9.561
Br -5.035 -1.235 11.295
Br -4.748 -0.969 8.141
H -5.233 0.750 9.842
C -7.294 -4.036 13.259
Br -7.616 -3.928 11.365
Br -8.049 -2.535 14.199
Br -7.899 -5.712 13.988
H -6.224 -3.995 13.403
C 0.604 -6.187 -5.427
Br -0.187 -7.613 -4.408
Br 0.245 -4.468 -4.641
Br 2.490 -6.468 -5.700
H 0.139 -6.195 -6.403
C 2.406 14.778 -4.136
Br 0.709 13.977 -4.565
Br 2.670 14.905 -2.234
Br 3.859 13.859 -4.998
H 2.388 15.786 -4.523
C 8.008 14.259 -6.469
Br 9.696 14.491 -7.360
Br 6.938 15.855 -6.538
Br 7.044 12.736 -7.147
H 8.220 14.062 -5.428
C 5.386 5.000 -7.908
Br 5.310 3.283 -7.032
Br 4.063 6.227 -7.236
Br 7.156 5.752 -7.831
H 5.155 4.832 -8.949
C -0.060 -9.148 5.511
Br 1.572 -8.813 4.541
Br -1.154 -7.573 5.598
Br -1.020 -10.647 4.781
H 0.214 -9.406 6.523
C 6.962 -2.934 -12.895
Br 8.099 -4.458 -13.199
Br 5.455 -3.364 -11.775
Br 7.955 -1.436 -12.202
H 6.567 -2.638 -13.856
C -8.330 -6.362 1.606
Br -9.861 -5.240 1.301
Br -8.657 -8.182 1.079
Br -6.754 -5.650 0.756
H -8.140 -6.365 2.670
C -6.553 1.079 15.924
Br -8.468 1.132 15.733
Br -6.025 0.101 17.496
Br -5.702 0.392 14.344
H -6.217 2.097 16.056
C 4.530 -6.528 5.985
Br 4.122 -6.174 7.832
Br 3.580 -5.338 4.809
Br 6.425 -6.495 5.653
H 4.184 -7.529 5.770
C -8.472 1.543 20.284
Br -8.213 1.689 22.185
Br -10.288 1.086 19.842
Br -7.899 3.131 19.365
H -7.846 0.733 19.936
```

Max |F| in eV/Å: 1.778
Calculated total energy in hartree: -179201.8935
HOMO level in Eh: -0.3541
Frontier orbital gap in eV: 8.7

Record 2
Below is a structure of composition C34H32BrF3N4O2Ti in a non-equilibrium geometry, with properties calculated with ωB97M-V/def2-TZVPD.

The geometry in XYZ format:
```
77
C34H32BrF3N4O2Ti (ωB97M-V/def2-TZVPD)
Ti 0.464 2.008 -0.794
O -2.525 5.579 2.089
C -2.341 6.184 0.888
C -2.825 7.502 0.656
C -2.608 8.159 -0.529
C -1.938 7.514 -1.560
C -1.408 6.252 -1.354
C -1.673 5.551 -0.152
C -1.286 4.100 0.018
O -0.616 3.527 -1.032
N -0.497 4.008 1.272
N -0.180 2.646 1.317
C 0.105 2.213 2.493
C 0.269 0.931 2.858
Br 2.681 3.195 -0.358
C 1.222 0.004 3.064
C 0.975 -1.354 3.546
C 2.071 -2.233 3.768
C 1.852 -3.544 4.250
C 0.534 -3.994 4.528
C -0.495 -3.128 4.227
C -0.281 -1.843 3.716
H -1.801 4.911 2.192
H -3.209 8.011 1.555
H -3.073 9.174 -0.691
H -1.727 8.035 -2.445
H -0.903 5.696 -2.121
H -2.254 3.595 0.221
H 0.338 4.541 1.055
H 0.033 3.018 3.226
H 2.194 0.158 2.583
H 3.091 -1.873 3.525
H 2.640 -4.252 4.366
H 0.455 -4.947 4.983
H -1.506 -3.492 4.436
H -1.118 -1.269 3.442
N -1.601 0.684 -0.853
C -2.815 0.289 -1.662
C -2.610 -1.093 -2.323
N -1.558 -1.173 -3.322
H -1.153 -0.136 -0.482
H -1.930 1.234 -0.098
H -2.975 1.144 -2.361
H -3.653 0.096 -0.982
H -3.570 -1.469 -2.790
H -2.429 -1.814 -1.522
H -1.491 -0.370 -3.897
H -0.564 -1.211 -2.935
F 0.849 1.293 -3.892
C 0.423 2.388 -3.152
F -0.816 2.703 -3.693
F 1.200 3.422 -3.592
C 1.214 -0.029 -0.731
C 1.451 -1.226 -0.716
C 1.503 -2.644 -0.771
C 2.773 -3.220 -1.292
C 3.230 -4.491 -1.056
C 4.540 -4.844 -1.300
C 5.466 -4.021 -1.945
C 4.947 -2.829 -2.341
C 3.655 -2.391 -2.032
C 0.346 -3.387 -0.357
C 0.028 -4.558 -1.019
C -1.151 -5.276 -0.777
C -2.057 -4.790 0.189
C -1.720 -3.575 0.856
C -0.587 -2.915 0.606
H 2.669 -5.205 -0.453
H 4.778 -5.909 -1.103
H 6.481 -4.319 -2.083
H 5.609 -2.016 -2.777
H 3.345 -1.374 -2.307
H 0.715 -4.948 -1.757
H -1.447 -6.166 -1.397
H -3.005 -5.274 0.246
H -2.421 -3.121 1.523
H -0.328 -2.039 1.109
```

Max |F| in eV/Å: 3.624
Calculated total energy in hartree: -5407.3635
Net charge: -2
HOMO level (alpha / beta) in Eh: -0.0534 / -0.0636
Spin multiplicity: 3
Frontier orbital gap (alpha / beta) in eV: 5.8 / 5.3

Record 3
Below is a structure of composition C34H32F12N6O24S5V in a non-equilibrium geometry, with properties calculated with ωB97M-V/def2-TZVPD.

The geometry in XYZ format:
```
114
C34H32F12N6O24S5V (ωB97M-V/def2-TZVPD)
O -1.982 1.895 2.512
V -1.664 0.380 2.444
C -0.102 2.104 5.637
F 1.070 1.794 4.949
F 0.250 2.487 6.781
F -0.646 3.103 5.008
S -1.044 0.615 5.837
O -0.453 -0.179 6.862
O -2.377 1.266 5.857
N -0.951 -0.129 4.363
S -0.457 -1.660 4.070
O -0.866 -1.677 2.597
O 0.811 -2.181 4.465
C -1.755 -2.983 4.727
F -1.078 -4.047 5.155
F -2.478 -2.466 5.759
F -2.605 -3.334 3.777
C -0.006 -1.294 -0.858
F -0.013 -2.221 0.084
F 1.217 -1.252 -1.351
F -0.883 -1.558 -1.815
S -0.683 0.275 -0.176
O -0.724 1.205 -1.298
O -1.999 -0.215 0.501
N 0.044 0.680 1.189
S 1.427 1.649 1.184
O 1.821 1.842 -0.163
O 1.264 2.742 2.096
C 2.631 0.507 1.931
F 2.917 -0.404 0.952
F 3.686 1.199 2.243
F 2.072 -0.110 2.946
C 0.646 0.196 -4.071
C -0.620 0.800 -4.483
O -0.669 0.788 -5.985
S 0.794 0.438 -6.548
O 1.264 1.542 -7.281
O 0.818 -0.917 -7.044
O 1.537 0.488 -5.132
H 0.480 -0.870 -3.983
H 1.083 0.680 -3.191
H -0.639 1.874 -4.251
H -1.535 0.393 -4.076
C -6.089 -1.575 6.041
C -4.956 -1.182 5.100
O -5.475 -0.285 4.072
C -4.695 -0.202 2.971
O -3.503 -0.423 2.952
O -5.450 0.266 2.003
C -4.913 0.690 0.731
H -6.288 -0.753 6.683
H -5.674 -2.250 6.741
H -6.977 -1.837 5.510
H -4.502 -2.025 4.575
H -4.202 -0.560 5.652
H -3.935 1.296 0.734
H -5.695 1.359 0.359
H -4.815 -0.162 0.106
C -5.330 5.491 2.378
C -5.895 5.165 1.130
C -5.105 4.567 0.160
C -3.803 4.285 0.413
C -3.170 4.685 1.587
C -3.951 5.258 2.558
N -3.055 3.620 -0.720
O -3.695 3.158 -1.646
O -1.855 3.633 -0.641
H -5.924 5.846 3.223
H -6.926 5.252 0.847
H -5.467 4.302 -0.824
H -2.079 4.435 1.633
H -3.426 5.540 3.493
C 5.763 -4.953 -0.009
C 5.973 -5.424 1.284
C 5.773 -4.602 2.398
C 5.427 -3.310 2.175
C 5.322 -2.833 0.922
C 5.425 -3.657 -0.195
N 5.393 -2.365 3.292
O 5.833 -2.745 4.347
O 4.937 -1.245 3.103
H 5.777 -5.572 -0.843
H 6.214 -6.490 1.429
H 5.863 -5.066 3.405
H 4.979 -1.789 0.802
H 5.109 -3.345 -1.219
C 2.086 -4.308 -7.241
C 1.215 -5.399 -6.945
C 0.655 -5.493 -5.714
C 1.089 -4.636 -4.716
C 2.004 -3.656 -4.937
C 2.507 -3.498 -6.205
N 0.483 -4.821 -3.356
O -0.347 -5.748 -3.270
O 0.680 -3.968 -2.454
H 2.620 -4.101 -8.119
H 1.002 -6.098 -7.659
H -0.079 -6.266 -5.515
H 2.277 -2.871 -4.118
H 3.231 -2.745 -6.505
C 1.939 3.646 -4.847
C 3.281 3.474 -4.702
C 3.978 3.739 -3.483
C 3.266 4.178 -2.448
C 1.913 4.424 -2.521
C 1.290 4.209 -3.708
N 3.951 4.307 -1.174
O 3.376 4.826 -0.245
O 5.079 3.871 -1.094
H 1.455 3.425 -5.745
H 3.892 3.199 -5.596
H 5.002 3.439 -3.289
H 1.361 4.830 -1.586
H 0.253 4.393 -3.741
```

Max |F| in eV/Å: 4.597
Calculated total energy in hartree: -7581.9963
HOMO level in Eh: -0.3560
Spin multiplicity: 2
Frontier orbital gap in eV: 8.8

Record 4
Below is a structure of composition C34H32LuN9OS2 in a non-equilibrium geometry, with properties calculated with ωB97M-V/def2-TZVPD.

The geometry in XYZ format:
```
79
C34H32LuN9OS2 (ωB97M-V/def2-TZVPD)
Lu 13.144 13.229 12.881
C 14.727 17.917 15.780
C 14.120 16.574 16.115
N 13.698 16.198 17.320
N 13.229 14.946 17.206
C 13.354 14.469 15.938
S 13.160 12.884 15.548
N 13.880 15.527 15.213
N 14.410 15.279 13.926
H 14.591 18.184 14.698
H 15.765 17.784 16.072
H 14.256 18.691 16.425
H 12.875 14.500 18.037
H 15.394 15.016 14.020
H 14.402 16.150 13.318
O 11.282 12.049 12.794
C 10.762 10.701 13.052
C 11.064 9.830 11.860
C 12.510 9.664 11.354
C 13.685 9.501 12.229
C 14.702 8.608 11.877
C 15.758 8.314 12.772
C 15.817 9.101 13.931
C 14.767 10.011 14.215
N 13.751 10.267 13.351
H 10.587 12.600 12.331
H 9.656 10.756 13.301
H 11.325 10.282 13.893
H 10.505 10.323 11.013
H 10.497 8.887 11.890
H 12.806 10.519 10.655
H 12.433 8.745 10.777
H 14.539 7.990 10.943
H 16.414 7.509 12.592
H 16.707 9.085 14.524
H 14.763 10.626 15.148
S 14.765 13.900 8.449
C 13.044 13.861 8.296
C 12.248 14.232 7.182
C 10.880 14.365 7.334
C 10.273 13.877 8.481
C 11.013 13.523 9.597
C 12.386 13.577 9.533
N 13.292 13.499 10.598
C 14.565 13.449 10.144
C 15.725 13.376 11.052
C 17.034 13.468 10.552
C 18.085 13.134 11.413
C 17.889 13.016 12.781
C 16.556 12.866 13.217
C 15.467 13.149 12.430
H 12.699 14.453 6.230
H 10.219 14.692 6.535
H 9.192 13.823 8.568
H 10.554 13.261 10.602
H 17.284 13.594 9.505
H 19.028 12.960 10.872
H 18.682 12.852 13.497
H 16.449 12.704 14.300
N 6.976 20.494 8.125
C 7.684 20.050 8.943
C 8.562 19.468 9.910
C 8.020 19.140 11.134
C 8.649 18.326 12.048
C 9.888 17.762 11.663
C 10.443 18.037 10.421
C 9.857 18.984 9.595
N 10.476 16.705 12.419
C 10.007 16.251 13.704
C 10.668 15.163 14.028
N 11.568 14.833 12.970
C 11.473 15.822 12.129
H 7.056 19.540 11.336
H 8.324 18.159 13.073
H 11.378 17.620 10.085
H 10.304 19.299 8.671
H 9.295 16.835 14.305
H 10.558 14.526 14.888
H 12.193 16.017 11.340
```

Max |F| in eV/Å: 3.136
Calculated total energy in hartree: -3914.3320
Net charge: +2
HOMO level in Eh: -0.4883
Frontier orbital gap in eV: 7.8

Copy entry 2 word for word.
Below is a structure of composition C34H32BrF3N4O2Ti in a non-equilibrium geometry, with properties calculated with ωB97M-V/def2-TZVPD.

The geometry in XYZ format:
```
77
C34H32BrF3N4O2Ti (ωB97M-V/def2-TZVPD)
Ti 0.464 2.008 -0.794
O -2.525 5.579 2.089
C -2.341 6.184 0.888
C -2.825 7.502 0.656
C -2.608 8.159 -0.529
C -1.938 7.514 -1.560
C -1.408 6.252 -1.354
C -1.673 5.551 -0.152
C -1.286 4.100 0.018
O -0.616 3.527 -1.032
N -0.497 4.008 1.272
N -0.180 2.646 1.317
C 0.105 2.213 2.493
C 0.269 0.931 2.858
Br 2.681 3.195 -0.358
C 1.222 0.004 3.064
C 0.975 -1.354 3.546
C 2.071 -2.233 3.768
C 1.852 -3.544 4.250
C 0.534 -3.994 4.528
C -0.495 -3.128 4.227
C -0.281 -1.843 3.716
H -1.801 4.911 2.192
H -3.209 8.011 1.555
H -3.073 9.174 -0.691
H -1.727 8.035 -2.445
H -0.903 5.696 -2.121
H -2.254 3.595 0.221
H 0.338 4.541 1.055
H 0.033 3.018 3.226
H 2.194 0.158 2.583
H 3.091 -1.873 3.525
H 2.640 -4.252 4.366
H 0.455 -4.947 4.983
H -1.506 -3.492 4.436
H -1.118 -1.269 3.442
N -1.601 0.684 -0.853
C -2.815 0.289 -1.662
C -2.610 -1.093 -2.323
N -1.558 -1.173 -3.322
H -1.153 -0.136 -0.482
H -1.930 1.234 -0.098
H -2.975 1.144 -2.361
H -3.653 0.096 -0.982
H -3.570 -1.469 -2.790
H -2.429 -1.814 -1.522
H -1.491 -0.370 -3.897
H -0.564 -1.211 -2.935
F 0.849 1.293 -3.892
C 0.423 2.388 -3.152
F -0.816 2.703 -3.693
F 1.200 3.422 -3.592
C 1.214 -0.029 -0.731
C 1.451 -1.226 -0.716
C 1.503 -2.644 -0.771
C 2.773 -3.220 -1.292
C 3.230 -4.491 -1.056
C 4.540 -4.844 -1.300
C 5.466 -4.021 -1.945
C 4.947 -2.829 -2.341
C 3.655 -2.391 -2.032
C 0.346 -3.387 -0.357
C 0.028 -4.558 -1.019
C -1.151 -5.276 -0.777
C -2.057 -4.790 0.189
C -1.720 -3.575 0.856
C -0.587 -2.915 0.606
H 2.669 -5.205 -0.453
H 4.778 -5.909 -1.103
H 6.481 -4.319 -2.083
H 5.609 -2.016 -2.777
H 3.345 -1.374 -2.307
H 0.715 -4.948 -1.757
H -1.447 -6.166 -1.397
H -3.005 -5.274 0.246
H -2.421 -3.121 1.523
H -0.328 -2.039 1.109
```

Max |F| in eV/Å: 3.624
Calculated total energy in hartree: -5407.3635
Net charge: -2
HOMO level (alpha / beta) in Eh: -0.0534 / -0.0636
Spin multiplicity: 3
Frontier orbital gap (alpha / beta) in eV: 5.8 / 5.3

Question: Among the records above, which one has the highest calculated total energy?
Answer: C34H32LuN9OS2

Question: The highest calculated total energy belongs to which entry?
Answer: C34H32LuN9OS2